# 1
{
  "formula": "C12H10F2",
  "method": "ωB97M-V/def2-TZVPD",
  "e_tot_ev": -18040.463,
  "smiles": "Fc1ccccc1.Fc1ccccc1",
  "homo_ev": -9.19,
  "de_lowest_kcal_mol": 12.4,
  "orbital_gap_ev": 10.04,
  "elements": ["F", "C", "C", "C", "C", "C", "C", "H", "H", "H", "H", "H", "F", "C", "C", "C", "C", "C", "C", "H", "H", "H", "H", "H"],
  "positions_angstrom": [[-1.7367, 1.2824, 1.5361], [-1.0991, 2.3355, 0.9624], [-0.9396, 3.4979, 1.6758], [-0.2694, 4.5556, 1.1132], [0.1324, 4.5047, -0.1678], [-0.1189, 3.3933, -0.9910], [-0.7719, 2.3097, -0.3865], [-1.3020, 3.5874, 2.6892], [-0.0022, 5.4048, 1.7246], [0.7082, 5.2902, -0.6345], [0.0834, 3.1972, -2.0336], [-1.0544, 1.4199, -0.9296], [0.3981, -5.8334, 0.8142], [0.5647, -4.6336, 0.2200], [1.2868, -3.5786, 0.7839], [1.2570, -2.3197, 0.1832], [0.4397, -2.0906, -0.9524], [-0.2063, -3.1959, -1.5832], [-0.0690, -4.4386, -0.9982], [1.8664, -3.7401, 1.6808], [1.7436, -1.4596, 0.6188], [0.3440, -1.1001, -1.3720], [-0.7399, -3.0708, -2.5138], [-0.5148, -5.3177, -1.4397]],
  "mulliken_charge": [-0.297, 0.137, -0.161, -0.443, -0.338, -0.553, -0.186, 0.376, 0.354, 0.338, 0.359, 0.410, -0.290, 0.144, -0.248, -0.511, -0.253, -0.521, -0.184, 0.387, 0.357, 0.388, 0.370, 0.362]
}


# 2
{
  "formula": "C9H17O2Si",
  "method": "ωB97M-V/def2-TZVPD",
  "charge": -1,
  "e_tot_ev": -21580.656,
  "homo_ev": -4.34,
  "de_lowest_kcal_mol": 62.4,
  "orbital_gap_ev": 7.63,
  "elements": ["C", "C", "C", "C", "C", "C", "C", "C", "C", "O", "O", "Si", "H", "H", "H", "H", "H", "H", "H", "H", "H", "H", "H", "H", "H", "H", "H", "H", "H"],
  "positions_angstrom": [[4.3049, 1.0767, -0.6297], [2.6549, -1.7817, 0.2267], [3.9707, -1.4800, -0.4990], [2.6015, -0.2996, 0.6937], [3.7804, -0.0032, -0.2348], [-3.2273, -0.1859, -1.9285], [-1.5769, 2.2030, 0.0150], [-1.8189, 0.2414, 2.2703], [-3.2430, -0.2441, -0.3911], [-0.3266, -0.4571, -0.1941], [4.9306, 1.9940, -0.9954], [-1.5165, 0.3444, 0.3409], [1.7854, -2.0214, -0.5317], [2.6776, -2.5223, 1.0515], [4.8033, -1.9099, 0.1713], [4.0835, -1.8696, -1.5054], [1.6850, 0.1862, 0.2590], [2.5903, -0.1178, 1.7232], [-3.3513, 0.7740, -2.3718], [-2.3402, -0.7972, -2.3788], [-4.0713, -0.7161, -2.3260], [-1.2984, 3.1224, 0.4901], [-1.0741, 2.2757, -1.0672], [-2.6701, 2.1596, -0.1588], [-1.3302, 1.1487, 2.6776], [-2.9120, 0.4783, 2.5194], [-1.4284, -0.7113, 2.8521], [-3.5470, -1.2488, -0.0229], [-4.1359, 0.3615, -0.0555]],
  "mulliken_charge": [0.879, -0.460, -0.429, -0.160, -0.492, -1.178, -1.038, -1.044, -0.655, -0.666, -0.529, 0.271, 0.148, 0.284, 0.150, 0.317, -0.112, 0.380, 0.300, 0.171, 0.433, 0.466, 0.179, 0.240, 0.313, 0.270, 0.197, 0.418, 0.346]
}


Q: Which formula does entry 1 have?
A: C12H10F2